134
Properties=species:S:1:pos:R:3:forces:R:3 method="wB97M-V/def2-TZVPD" total_charge=+2 orbital_gap_ev="4.8 / 4.7" spin_multiplicity=5
Pd 0.120 1.359 0.287 0.057 0.163 0.023
Cl 0.044 2.532 -9.043 0.018 0.002 -0.039
C 0.013 2.220 -7.348 0.045 0.052 0.031
C -0.535 1.038 -6.880 -0.077 -0.148 0.020
C -0.576 0.799 -5.513 -0.055 -0.103 0.009
C -0.071 1.733 -4.620 0.099 -0.128 0.057
C 0.495 2.909 -5.105 0.039 0.059 0.007
C 0.537 3.157 -6.468 0.019 0.078 0.014
C -0.086 1.508 -3.142 0.078 0.064 -0.028
C 1.103 0.982 -2.555 0.207 -0.029 0.034
C 2.242 0.554 -3.303 -0.229 -0.013 -0.127
C 3.226 0.296 -2.408 0.146 -0.047 0.175
C 2.684 0.559 -1.091 0.277 -0.125 0.015
C 3.443 0.458 0.095 0.179 0.188 -0.047
C 4.941 0.514 -0.112 -0.134 -0.353 0.093
C 5.816 -0.734 -0.217 -0.031 0.084 0.008
C 7.098 -0.481 -0.969 -0.154 -0.232 -0.014
C 7.500 0.750 -1.335 0.008 0.199 -0.031
Cl 9.004 0.958 -2.167 0.036 0.030 0.030
C 6.711 1.895 -1.078 -0.022 0.110 0.018
C 5.426 1.721 -0.532 0.074 0.067 0.203
C 2.832 0.521 1.374 0.115 0.056 -0.237
N 1.536 0.778 1.617 0.015 -0.098 0.109
C 1.361 0.683 2.998 -0.003 0.060 0.071
C 0.207 0.978 3.710 0.178 -0.051 0.076
C 0.281 0.876 5.202 0.028 -0.142 -0.047
C -0.141 -0.273 5.859 -0.075 -0.051 -0.046
C -0.036 -0.373 7.240 -0.079 -0.144 -0.093
C 0.496 0.683 7.959 0.025 0.041 -0.010
Cl 0.646 0.557 9.673 -0.012 0.006 0.036
C 0.914 1.840 7.318 0.031 0.084 -0.024
C 0.809 1.930 5.938 -0.001 0.082 0.040
C -0.954 1.483 3.157 -0.152 0.025 0.255
C -2.047 1.994 3.934 0.159 -0.158 -0.026
C -2.869 2.622 3.072 -0.341 0.117 -0.198
C -2.294 2.473 1.746 -0.296 0.127 -0.003
N -1.176 1.769 1.802 0.257 0.009 0.012
C -2.808 3.094 0.534 -0.011 0.126 -0.054
C -2.353 2.723 -0.768 -0.177 0.057 0.039
C -3.045 3.085 -1.992 -0.221 0.119 0.086
C -2.307 2.617 -3.018 -0.051 0.004 0.001
C -1.163 1.962 -2.440 0.028 -0.081 -0.113
N -1.264 2.009 -1.047 0.173 -0.005 0.163
C -3.704 4.251 0.647 0.037 -0.067 -0.049
C -4.894 4.237 1.386 -0.058 -0.121 0.009
C -5.670 5.372 1.508 -0.129 -0.071 0.065
C -5.268 6.551 0.897 0.059 0.034 -0.041
Cl -6.220 7.969 1.074 -0.018 0.022 -0.003
C -4.105 6.592 0.139 0.052 0.013 -0.065
C -3.341 5.449 0.007 0.063 -0.021 0.006
C 2.618 0.331 3.622 -0.189 -0.065 0.133
C 3.525 0.257 2.645 0.337 0.022 -0.288
N 1.382 0.939 -1.215 -0.096 -0.039 -0.136
H -0.927 0.312 -7.581 0.005 0.053 0.044
H -1.009 -0.126 -5.147 0.009 0.064 -0.023
H 0.906 3.637 -4.412 -0.038 -0.054 -0.070
H 0.971 4.072 -6.852 -0.038 -0.058 0.030
H 2.281 0.464 -4.380 0.006 0.081 0.096
H 4.233 -0.036 -2.618 -0.075 0.068 0.069
H 5.231 -1.465 -0.802 0.027 0.029 0.037
H 7.720 -1.344 -1.178 -0.049 0.043 0.018
H 7.071 2.877 -1.358 -0.048 -0.096 0.002
H 4.775 2.587 -0.466 0.047 -0.019 -0.055
H -0.548 -1.104 5.288 0.087 0.156 0.143
H -0.364 -1.267 7.758 0.038 0.069 -0.053
H 1.318 2.660 7.896 -0.003 -0.038 -0.024
H 1.139 2.831 5.431 -0.011 -0.046 0.046
H -2.148 1.905 5.006 0.041 0.012 -0.111
H -3.780 3.143 3.309 0.097 0.018 -0.010
H -3.988 3.608 -2.039 0.100 0.001 0.037
H -2.505 2.701 -4.077 0.032 -0.009 0.123
H -5.252 3.313 1.821 0.038 0.048 0.008
H -6.595 5.348 2.070 0.027 -0.006 -0.035
H -3.803 7.516 -0.337 -0.013 -0.036 0.032
H -2.420 5.492 -0.564 -0.053 -0.008 0.012
H 2.766 0.160 4.678 -0.055 0.070 -0.082
H 4.571 0.029 2.741 0.125 -0.073 -0.101
C -0.113 -2.563 -2.606 -0.003 0.070 0.018
As -0.394 -2.663 -0.721 -0.011 -0.192 -0.084
C -0.643 -4.512 -0.286 -0.086 0.046 -0.021
C -1.944 -1.617 -0.342 -0.217 -0.071 0.097
O 0.885 -1.962 0.160 0.032 -0.016 0.075
H -1.036 -2.900 -3.081 -0.008 0.012 -0.014
H 0.706 -3.214 -2.891 0.039 -0.024 -0.012
H 0.099 -1.535 -2.888 0.042 0.090 -0.024
H -1.708 -4.739 -0.255 -0.021 0.024 0.024
H -0.182 -4.724 0.676 -0.016 -0.013 0.099
H -0.162 -5.107 -1.058 0.065 -0.045 0.013
H -2.449 -2.004 0.539 -0.032 -0.019 -0.027
H -2.612 -1.662 -1.199 -0.030 0.025 -0.030
H -1.641 -0.590 -0.150 0.085 0.041 -0.094
C 7.268 0.500 2.252 -0.083 -0.123 -0.087
C 6.905 -0.963 2.146 -0.107 0.007 0.094
C 7.292 -1.817 3.183 -0.007 0.059 -0.003
C 7.074 -3.186 3.138 0.001 0.033 0.017
C 6.463 -3.739 2.023 -0.034 -0.022 -0.048
C 6.049 -2.904 0.994 -0.058 -0.069 0.002
C 6.225 -1.521 1.049 -0.076 0.061 0.011
Sb 2.412 -2.754 1.294 -0.080 0.067 -0.130
C 1.393 -3.477 3.050 0.056 0.057 -0.073
C 2.313 -4.147 3.867 -0.133 0.048 -0.030
C 1.962 -4.599 5.128 0.101 -0.017 0.017
C 0.684 -4.344 5.604 -0.038 0.018 0.012
C -0.214 -3.634 4.825 -0.019 -0.013 -0.033
C 0.118 -3.179 3.546 0.007 -0.124 0.047
C -0.922 -2.400 2.778 0.139 -0.033 0.120
C 2.611 -4.359 -0.124 0.180 -0.013 0.131
C 2.797 -3.814 -1.402 0.105 -0.080 0.098
C 3.123 -4.614 -2.487 0.007 -0.006 -0.017
C 3.302 -5.976 -2.289 -0.013 -0.006 0.027
C 3.143 -6.517 -1.021 -0.033 -0.065 0.018
C 2.797 -5.732 0.082 -0.067 -0.048 -0.089
C 2.639 -6.400 1.425 0.121 0.032 -0.099
H 8.003 0.776 1.493 -0.015 -0.012 -0.005
H 7.701 0.710 3.229 -0.008 -0.001 -0.041
H 6.408 1.156 2.111 -0.003 0.014 -0.021
H 7.808 -1.390 4.039 -0.057 -0.037 -0.092
H 7.412 -3.819 3.951 -0.022 0.059 -0.049
H 6.341 -4.815 1.940 -0.016 0.096 -0.009
H 5.620 -3.344 0.097 -0.068 0.033 0.087
H 3.327 -4.323 3.514 -0.001 -0.019 0.029
H 2.682 -5.135 5.736 -0.056 0.056 -0.039
H 0.394 -4.681 6.592 -0.001 -0.003 -0.031
H -1.202 -3.409 5.217 0.059 -0.063 -0.026
H -1.557 -1.833 3.463 -0.015 -0.036 -0.058
H -1.581 -3.075 2.226 0.012 -0.030 -0.014
H -0.466 -1.695 2.085 -0.025 0.040 -0.004
H 2.702 -2.740 -1.551 0.032 -0.005 -0.016
H 3.259 -4.177 -3.469 0.005 -0.024 0.043
H 3.577 -6.617 -3.118 -0.015 0.019 0.035
H 3.296 -7.582 -0.873 -0.036 0.080 -0.029
H 2.456 -7.468 1.303 0.010 0.040 0.000
H 1.815 -5.976 1.997 -0.012 0.006 0.015
H 3.551 -6.298 2.024 -0.098 0.024 -0.032